Entry 1:
Entry from the Open Molecules 2025 dataset: a cluster of 6 separate species, C39H80INO19S in total (ωB97M-V with the def2-TZVPD basis set).

Computed properties:
Charge: 0
SMILES string: C#CC1(C#C)OS(=O)(=O)O[C@]1(I)CCCN.COCCOCCOC.COCCOCCOC.COCCOCCOC.COCCOCCOC.COCCOCCOC
E_HOMO: -8.85 eV

```
141
Properties=species:S:1:pos:R:3:forces:R:3:mulliken_charge:R:1
C -1.6968 2.4666 5.7766 -4.0589 -4.3157 -2.2405 -0.370
C -2.4133 1.4637 5.3322 2.7024 3.9189 2.3967 -0.896
C -3.3941 0.2026 5.0600 -0.7192 1.4884 1.1202 1.982
C -4.9229 0.7639 4.9714 -5.4777 2.1106 0.4870 -0.514
C -6.1834 1.1683 5.0580 7.3105 -0.9134 0.4257 -0.450
O -3.4584 -0.5970 6.3102 0.8230 -1.5857 -0.5546 -0.310
S -2.9586 -2.1979 6.1862 1.1168 -5.1819 1.5051 1.041
O -1.8809 -2.6205 7.1634 -2.7156 2.9981 -3.0882 -0.564
O -3.9833 -3.3103 6.1913 1.7844 4.4690 -0.5667 -0.356
O -2.3397 -2.0664 4.6243 -1.0601 1.9538 2.3060 -0.355
C -2.9272 -0.8843 3.9491 0.8366 -0.9425 -0.7902 -0.156
I -4.8249 -1.7139 3.2294 0.5047 -0.0033 -0.6705 0.147
C -1.7658 -0.5129 2.8976 0.2201 1.0370 -0.3408 -0.732
C -2.2147 0.4896 1.7093 0.7841 0.5559 -0.3848 -0.302
C -2.9908 -0.2298 0.4815 -0.3807 -0.4173 1.5242 -0.304
N -2.4341 0.0719 -0.8753 -0.3107 -0.7528 0.8674 -0.579
H -1.2488 3.4791 6.1237 -0.9068 -2.5732 -0.8947 0.378
H -7.0734 1.8458 5.3622 1.9397 -1.7939 -0.9167 0.363
H -0.8998 -0.0147 3.5046 -1.6822 -0.8454 -0.8445 0.252
H -1.2760 -1.4490 2.4056 -1.3247 1.3956 1.1306 0.341
H -1.2227 0.9154 1.2598 -1.6295 -0.7743 0.9024 0.288
H -2.7831 1.4325 2.1006 0.8795 -1.8449 -0.5467 0.234
H -2.9054 -1.3796 0.6770 -0.3599 1.9987 -0.3464 0.208
H -4.1161 0.0636 0.5956 1.9711 -0.6017 -0.5460 0.149
H -1.5921 0.6667 -0.8455 -0.5858 -0.7918 -0.0133 0.245
H -2.2495 -0.8514 -1.3053 0.3221 1.2576 0.0643 0.228
C 3.5491 -0.1943 2.2656 -0.4767 -0.0040 0.3119 -0.888
O 2.7604 -1.2183 2.8668 0.7550 0.0891 -0.4134 -0.227
C 3.2026 -2.5389 2.5848 -0.2279 -0.0621 0.3919 -0.467
C 3.6208 -3.3376 3.8275 -0.1043 -0.2425 0.0593 -0.250
O 4.6624 -2.8244 4.6528 -0.2093 0.1329 -0.0752 -0.488
C 4.4674 -1.5607 5.2816 0.1482 0.2004 -0.0364 -0.264
C 3.2813 -1.3919 6.2399 -0.0465 -0.0540 -0.2795 -0.495
O 2.0170 -1.6320 5.6367 0.5029 -0.2643 0.2903 -0.216
C 1.2616 -2.6738 6.2291 -0.2814 0.1632 -0.0580 -0.726
H 3.0083 0.2269 1.4145 0.1240 -0.0013 -0.1436 0.161
H 3.6909 0.6017 3.0013 -0.0146 0.0031 -0.0347 0.289
H 4.5354 -0.5465 1.9516 -0.0768 -0.0483 -0.0119 0.440
H 4.0088 -2.5498 1.8458 0.0775 0.1687 0.0541 0.366
H 2.3483 -3.0578 2.1340 0.1240 -0.2271 0.0324 0.355
H 3.9901 -4.3036 3.4646 0.1485 0.1453 -0.0399 0.443
H 2.7606 -3.5925 4.4422 -0.2058 0.2470 -0.0440 0.018
H 4.4814 -0.7747 4.5288 -0.2982 0.0705 -0.0328 -0.007
H 5.3761 -1.3895 5.8704 -0.0934 -0.1893 0.0491 0.459
H 3.2764 -0.3493 6.5790 0.2373 -0.0042 0.0370 0.345
H 3.4292 -2.0204 7.1286 -0.0992 -0.0350 -0.1773 0.362
H 1.8770 -3.3741 6.8043 0.0189 0.1195 -0.0241 0.394
H 0.7768 -3.2377 5.4287 -0.0790 0.0276 0.0150 0.187
H 0.4829 -2.2459 6.8654 0.0856 -0.1913 0.0528 0.200
C -3.1338 -1.5210 -5.9983 0.1122 -0.4400 -0.2316 -0.810
O -1.8792 -2.1771 -6.1679 -0.2397 0.6744 0.4648 -0.316
C -0.7635 -1.4361 -5.6959 0.0920 -0.4156 -0.0156 -0.517
C 0.0119 -2.1269 -4.5659 0.2789 -0.0025 -0.0562 0.272
O -0.6788 -2.4595 -3.3661 -0.0923 -0.0990 -0.1550 -0.374
C -1.7745 -3.3682 -3.4496 -0.2665 0.0964 0.0242 -0.222
C -1.5201 -4.7791 -3.9960 0.0051 0.2118 -0.1173 -0.675
O -1.0052 -4.7988 -5.3213 0.2605 -0.0461 0.5985 -0.284
C 0.2538 -5.4293 -5.4605 -0.1251 0.0328 -0.2899 -0.831
H -3.4764 -1.1396 -6.9630 -0.0346 0.1564 0.0564 0.249
H -3.8602 -2.2608 -5.6520 0.0021 0.0222 -0.0401 0.256
H -3.0951 -0.7127 -5.2630 0.0668 -0.0218 -0.0631 0.370
H -1.0451 -0.4243 -5.3908 -0.1664 -0.0486 0.0737 0.378
H -0.0807 -1.3351 -6.5480 0.1976 0.0779 0.1612 0.340
H 0.8012 -1.4303 -4.2604 -0.1763 0.0814 0.0934 -0.072
H 0.5500 -2.9990 -4.9303 -0.1782 -0.1171 -0.2317 0.040
H -2.6041 -2.8886 -3.9657 0.0243 -0.1337 -0.2738 0.132
H -2.1284 -3.4874 -2.4187 0.2080 -0.0741 -0.0045 0.469
H -2.4837 -5.3008 -4.0244 -0.0438 0.0888 0.2127 0.357
H -0.8719 -5.3339 -3.3041 0.0453 0.1107 -0.1629 0.370
H 0.8112 -5.4816 -4.5189 -0.1117 -0.0286 -0.0331 0.406
H 0.8482 -4.8464 -6.1677 -0.0091 -0.0485 -0.0461 0.230
H 0.1176 -6.4334 -5.8731 0.1333 -0.0476 0.1136 0.246
C 4.2250 4.2337 -4.3876 0.4074 -0.3584 0.0744 -0.761
O 4.5560 3.4157 -3.2678 -0.6840 0.4966 -0.1940 -0.350
C 3.7427 3.6334 -2.1238 0.1884 -0.4015 0.0293 -0.486
C 2.9402 2.4011 -1.6847 0.0025 -0.0642 0.2535 0.040
O 2.0344 1.8094 -2.6110 0.2293 -0.0022 -0.0436 -0.525
C 2.5576 1.2870 -3.8294 -0.0342 0.1021 -0.2227 -0.145
C 3.6113 0.1726 -3.7595 -0.0033 0.2768 0.0704 -0.461
O 4.7884 0.5411 -3.0517 -0.5346 -0.3439 0.1561 -0.290
C 5.0815 -0.2643 -1.9259 0.2568 0.1636 -0.0730 -0.845
H 4.9726 5.0234 -4.4920 -0.1252 0.1322 -0.0145 0.169
H 4.2650 3.6121 -5.2858 0.0255 0.0395 0.0058 0.293
H 3.2232 4.6662 -4.3181 0.0616 -0.0001 0.0727 0.400
H 3.0724 4.4873 -2.2563 -0.0304 -0.0292 -0.1834 0.338
H 4.4270 3.8877 -1.3057 -0.1936 -0.0361 0.1734 0.351
H 2.3203 2.7204 -0.8389 -0.0936 0.0778 -0.1697 0.483
H 3.5889 1.6340 -1.2678 0.2804 0.0240 -0.1542 -0.207
H 2.8923 2.1074 -4.4615 0.3029 -0.0232 0.0340 -0.013
H 1.6919 0.8719 -4.3588 0.0105 -0.0849 0.1906 0.392
H 3.9191 -0.0575 -4.7861 -0.2238 0.0105 -0.0670 0.353
H 3.1606 -0.7397 -3.3450 0.0964 0.1434 0.1029 0.345
H 4.2056 -0.8016 -1.5460 0.0411 0.0106 -0.1045 0.371
H 5.4443 0.3879 -1.1281 0.0654 -0.0182 -0.0056 0.235
H 5.8766 -0.9722 -2.1782 -0.0912 -0.1182 0.1033 0.297
C 2.8881 11.4701 -6.0003 0.1439 -0.4654 -0.2501 -0.837
O 4.1484 10.8245 -6.1655 -0.2931 0.6718 0.4659 -0.283
C 5.2551 11.5679 -5.6752 0.1276 -0.4223 -0.0128 -0.464
C 6.0249 10.8701 -4.5456 0.2672 -0.0003 -0.0289 -0.249
O 5.3248 10.5200 -3.3557 -0.0786 -0.1168 -0.2118 -0.475
C 4.2372 9.6049 -3.4550 -0.2396 0.0991 0.0516 -0.427
C 4.5061 8.2003 -4.0106 0.0109 0.2509 -0.1305 -0.254
O 5.0315 8.1964 -5.3331 0.2259 -0.0903 0.6178 -0.312
C 6.2963 7.5768 -5.4669 -0.1081 0.0472 -0.2965 -0.895
H 2.5517 11.8596 -6.9639 -0.0398 0.1607 0.0580 0.243
H 2.1637 10.7216 -5.6688 -0.0007 0.0227 -0.0380 0.242
H 2.9147 12.2705 -5.2560 0.0706 -0.0186 -0.0656 0.409
H 4.9638 12.5743 -5.3616 -0.1672 -0.0556 0.0626 0.371
H 5.9448 11.6830 -6.5197 0.1832 0.0789 0.1679 0.353
H 6.8062 11.5689 -4.2255 -0.1842 0.0627 0.0810 0.430
H 6.5724 10.0059 -4.9146 -0.1744 -0.1113 -0.2383 0.037
H 3.4079 10.0822 -3.9738 0.0198 -0.1370 -0.2804 0.092
H 3.8766 9.4746 -2.4280 0.2124 -0.0514 -0.0163 0.438
H 3.5467 7.6714 -4.0508 -0.0573 0.0807 0.2084 0.284
H 5.1531 7.6446 -3.3180 0.0537 0.1079 -0.1622 0.356
H 6.8462 7.5203 -4.5212 -0.1110 -0.0348 -0.0357 0.411
H 6.8922 8.1703 -6.1639 -0.0079 -0.0518 -0.0442 0.285
H 6.1705 6.5756 -5.8898 0.1529 -0.0459 0.0972 0.260
C -6.3769 -5.9366 7.1070 -0.0888 -0.4364 -0.0919 -0.762
O -7.4233 -6.4940 6.3136 0.2237 0.7784 0.0987 -0.321
C -8.3477 -5.5403 5.8116 0.0219 -0.3768 -0.2247 -0.456
C -8.4027 -5.4706 4.2795 -0.2512 0.0189 -0.0906 -0.247
O -7.2088 -5.1633 3.5668 -0.0096 -0.1894 0.0862 -0.494
C -6.1010 -6.0521 3.6938 0.2685 0.0797 0.1694 0.069
C -6.2802 -7.5159 3.2707 -0.1047 0.1608 0.1913 -0.571
O -7.3039 -8.2000 3.9827 0.0116 0.2572 -0.5950 -0.282
C -8.3443 -8.7179 3.1762 0.0000 -0.1201 0.3043 -0.843
H -6.5691 -6.1498 8.1612 0.0152 0.1457 0.0574 0.272
H -5.4411 -6.4284 6.8296 -0.0220 0.0226 0.0369 0.227
H -6.2537 -4.8612 6.9539 -0.0433 -0.0675 -0.0057 0.338
H -8.1695 -4.5431 6.2241 0.1938 -0.0187 0.0000 0.340
H -9.3370 -5.8591 6.1613 -0.1229 0.1647 -0.1727 0.366
H -9.1030 -4.6650 4.0304 0.1740 0.0924 0.0593 0.451
H -8.8599 -6.3631 3.8583 0.0797 -0.2352 0.1944 0.037
H -5.6916 -5.9790 4.6995 -0.1050 -0.2367 0.1034 -0.125
H -5.3191 -5.6307 3.0512 -0.1725 -0.0295 -0.1031 0.427
H -5.3418 -8.0394 3.4874 0.1139 0.1844 -0.0849 0.348
H -6.4389 -7.5719 2.1850 -0.1404 0.0011 0.1462 0.365
H -8.4151 -8.2231 2.2015 0.0867 -0.0487 0.0621 0.400
H -9.2898 -8.5592 3.7000 -0.0045 -0.0656 0.0120 0.245
H -8.2033 -9.7946 3.0421 -0.0591 0.0208 -0.1722 0.246
```
Forces are in eV/Å.


Entry 2:
Entry from the Open Molecules 2025 dataset: the molecule C13H23NO2S3 (ωB97M-V with the def2-TZVPD basis set).

Computed properties:
Charge: 0
SMILES string: CCOC(=O)[C@@H]1CS[C@](C)(CCC2(C)SCCS2)N1
E_HOMO: -8.37 eV

```
42
Properties=species:S:1:pos:R:3:forces:R:3:mulliken_charge:R:1
C 5.2438 -4.0697 2.4658 1.0958 0.8768 1.1543 -1.107
C 3.7913 -3.5936 2.4289 -0.4344 -1.5486 1.3868 -0.131
O 3.4513 -3.0424 1.1502 -1.8501 2.1579 0.0194 -0.263
C 2.2247 -2.3422 1.1548 -2.6532 -1.8526 1.5587 0.165
O 1.3281 -2.5539 1.9929 3.0271 0.7080 -1.6142 -0.567
C 1.8680 -1.4540 -0.0442 1.0244 0.6012 -2.7816 -0.028
C 2.3853 -0.0199 0.0076 -0.8855 1.3205 1.5731 -0.645
S 1.5295 0.9317 -1.2328 -0.5501 0.9921 -1.8993 -0.180
C 0.0709 -0.2293 -1.4419 0.0490 -0.5775 1.8658 0.857
C 0.0899 -0.9115 -2.8482 -0.8872 0.8383 1.3219 -1.636
C -1.3969 0.4593 -1.2087 2.4079 -0.5565 -1.6308 -0.828
C -1.6866 0.8990 0.1749 -3.0107 -0.5243 0.0742 -1.217
C -2.6333 2.1459 0.1723 -0.9723 -0.1633 1.6703 0.724
C -2.9594 2.5479 1.6319 3.3396 0.7250 -0.2629 -1.401
S -1.9270 3.5863 -0.6103 0.5352 0.4885 -1.1063 -0.069
C -3.4336 4.1494 -1.4704 0.2997 -0.3934 -0.2732 -0.648
C -4.1671 2.9263 -1.9183 -0.3359 -2.3073 -0.8441 -0.486
S -4.2678 1.7526 -0.5111 -0.1032 0.3355 -0.7992 -0.113
N 0.4361 -1.1677 -0.2733 -2.0156 -1.1822 0.5945 -0.499
H 5.5862 -4.6149 1.5806 -0.1827 0.7002 -0.2649 0.315
H 5.9250 -3.1935 2.7699 -0.7010 -1.4299 -0.8794 0.250
H 5.3924 -4.8596 3.2412 -0.4596 0.8064 -0.1468 0.346
H 3.5401 -2.9012 3.2757 0.3936 -0.2923 -0.9875 0.319
H 3.1851 -4.5036 2.6592 -0.0402 0.7483 -0.5915 0.247
H 2.3073 -1.9458 -0.9889 -0.6342 0.5591 1.3112 0.328
H 3.4238 0.2256 -0.0788 0.7296 -0.2526 0.0444 0.461
H 1.9291 0.5216 0.8804 1.0986 -1.1446 0.1362 0.337
H -0.6498 -0.4893 -3.5350 -0.1027 0.3077 0.3429 0.381
H 1.0329 -0.7217 -3.3140 0.7103 -0.7306 -0.2219 0.429
H -0.2457 -1.9214 -2.6607 0.5239 -0.5778 -0.3133 0.384
H -2.2090 -0.1576 -1.6240 0.5404 -0.0575 0.1147 0.456
H -1.3085 1.3540 -1.8499 -0.1550 -0.2975 0.0653 0.404
H -2.3561 0.0932 0.6536 1.4813 1.0164 -0.0972 0.185
H -0.7794 1.0941 0.6924 0.6499 0.2927 0.8560 0.570
H -3.4812 1.8172 2.1789 -0.7323 -1.0304 0.6230 0.410
H -3.3568 3.5447 1.8046 -0.4125 -0.1003 -0.5328 0.341
H -1.9041 2.6182 1.9979 -0.8112 -0.0436 0.7064 0.357
H -3.2050 4.8084 -2.3208 0.1579 -0.1229 0.4590 0.382
H -4.0170 4.6304 -0.7302 -0.7032 0.9276 0.5222 0.314
H -5.2503 3.0251 -2.1979 1.1507 0.3732 -0.1380 0.402
H -3.5753 2.3477 -2.6922 -0.8863 1.0040 0.4402 0.205
H 0.0691 -0.7856 0.6376 0.3042 -0.5936 -1.4555 0.249
```
Forces are in eV/Å.